(1)
Below is a 2-piece molecular cluster, C4H6O2 overall, with properties calculated with the ωB97M-V functional and the def2-TZVPD basis.

ORCA input file:
```
! wB97M-V def2-TZVPD RIJCOSX def2/J DEFGRID3
* xyz 0 1
O 0.6400 -1.6271 -1.6319
C -0.4498 -1.2084 -1.3932
C -1.4215 -0.3906 -0.7076
O -1.6984 -1.3773 -1.8090
H -1.5749 0.6473 -0.9924
H -1.8147 -0.6897 0.2610
C 0.6588 0.6930 1.5740
C 1.4488 0.8570 0.5165
H 0.2524 1.5373 2.1266
H 0.3921 -0.2989 1.9357
H 1.8427 0.0093 -0.0405
H 1.7244 1.8480 0.1607
*
```

Results
- Relative energy (zero: lowest compared OMol25 entry of this formula, charge and spin): 62.60 kcal/mol
- Orbital gap: 11.17 eV
- HOMO: -10.343 eV
- LUMO energy: 0.83 eV
- SMILES string: O=C1CO1.C=C

(2)
Below is C17H34N17O7P2SeW as an isolated structure, with properties calculated with the ωB97M-V functional and the def2-TZVPD basis.

ORCA input file:
```
! wB97M-V def2-TZVPD RIJCOSX def2/J DEFGRID3
* xyz 1 3
W -0.1576 0.5317 0.9557
C 1.7758 3.9943 2.6574
C 1.1237 2.7715 3.2835
O 0.8957 2.9946 4.6799
P 2.0963 1.1907 3.0531
O 2.4060 0.7559 4.5701
O 3.5641 1.5188 2.5798
O 1.3416 0.0229 2.4591
P -0.5916 2.4851 2.6754
O -1.4839 3.5287 3.4099
O -0.9164 1.0114 2.9282
O -0.6815 2.6054 1.1606
H 2.7732 4.1429 3.0715
H 1.1712 4.8694 2.8962
H 1.8418 3.8834 1.5779
H 1.4899 2.4573 5.2200
H 1.8845 -0.0138 4.8439
H 4.2269 1.2175 3.2205
H -1.2444 3.6670 4.3410
N -2.8441 -1.4725 2.2106
C -1.6338 -2.0781 2.0297
N -1.3532 -3.3103 2.3850
N -0.0616 -3.4784 2.0244
N 0.4292 -2.4127 1.5338
N -0.5668 -1.4764 1.4695
C -3.1955 -0.4022 1.4298
N -4.4248 -0.0076 1.2017
N -4.2868 1.0508 0.3777
N -3.0565 1.3019 0.1472
N -2.3019 0.3619 0.7848
H -3.5947 -2.0448 2.5663
N -1.0155 -3.4520 -1.2030
C -0.7747 -4.8190 -1.7083
C 0.1739 -5.6379 -0.8377
C 1.6717 -5.4327 -1.0417
N 2.1914 -4.2482 -0.3449
H -1.3134 -3.5202 -0.2334
H -1.8041 -3.0667 -1.7118
H -0.3710 -4.7423 -2.7214
H -1.7156 -5.3744 -1.7849
H -0.0387 -6.6886 -1.0451
H -0.0783 -5.4849 0.2177
H 1.8730 -5.3215 -2.1127
H 2.1857 -6.3458 -0.7242
H 3.1848 -4.3599 -0.1746
H 1.7612 -4.1707 0.5724
C -1.2554 3.7875 -3.2642
N -0.8267 2.9984 -2.1100
C 0.2724 3.6197 -1.3906
C -1.2162 1.7379 -1.9295
N -0.5866 0.8653 -1.1124
N -2.2386 1.2907 -2.7282
C -3.4895 2.0647 -2.7854
C -2.4728 -0.1382 -2.8652
H -0.3771 4.2988 -3.6562
H -1.9935 4.5389 -2.9837
H -1.6611 3.1479 -4.0402
H -0.0357 4.6090 -1.0506
H 1.1264 3.7276 -2.0649
H 0.5687 3.0372 -0.5370
H -1.0136 -0.0359 -1.2958
H -3.3838 3.0083 -2.2620
H -4.2738 1.5073 -2.2737
H -3.7800 2.2444 -3.8209
H -1.5479 -0.6686 -3.0954
H -3.1481 -0.2816 -3.7065
H -2.9488 -0.5707 -1.9757
Se 4.0114 3.2335 -0.2995
N 4.2141 1.6680 -1.0057
C 3.4600 0.6273 -0.9143
C 3.7251 -0.5665 -1.6928
C 2.8426 -1.5840 -1.7220
C 1.6223 -1.5118 -0.9545
N 1.3965 -0.4883 -0.2000
C 2.2203 0.6344 -0.1389
N 1.6966 1.5704 0.5578
H 4.6418 -0.5912 -2.2677
H 3.0156 -2.4761 -2.3033
H 0.8803 -2.3059 -1.0020
*
```

Results
- Expectation value of S²: 2.0399
- Relative energy (zero: lowest compared OMol25 entry of this formula, charge and spin): 88.51 kcal/mol
- Orbital gap (alpha / beta): 6.56 / 6.65 eV
- HOMO (alpha / beta): -10.945 / -11.059 eV
- LUMO energy (alpha / beta): -4.38 / -4.41 eV

(3)
Below is a 2-piece molecular cluster, C4H11N2O3 overall at a distorted geometry, with properties calculated with the ωB97M-V functional and the def2-TZVPD basis.

ORCA input file:
```
! wB97M-V def2-TZVPD RIJCOSX def2/J DEFGRID3
* xyz 1 1
C 1.8397 -0.6422 -0.4918
C -0.4122 0.4931 -0.8409
C 1.0587 0.6279 -0.3974
C -1.3610 -1.4253 -0.1231
N -1.1730 0.9775 0.0723
N 1.0386 1.2039 1.0285
O -2.4672 1.3046 0.1060
O -2.5500 -1.1532 -0.3663
O -0.8377 -1.6131 1.1005
H 1.6653 -0.8140 -1.5411
H 2.9818 -0.6986 -0.4346
H 1.5696 -1.2751 0.3005
H -0.5743 0.1545 -1.8509
H 1.6072 1.5057 -1.0379
H -0.5407 -1.7044 -0.7720
H 1.4087 2.0984 1.1789
H 1.4391 0.4643 1.6108
H -0.1911 1.3050 0.9882
H -3.0294 0.5691 -0.2889
H -1.4721 -1.3781 1.7592
*
```

Results
- Relative energy (zero: lowest compared OMol25 entry of this formula, charge and spin): 108.42 kcal/mol
- Orbital gap: 10.78 eV
- HOMO: -14.852 eV
- LUMO energy: -4.07 eV

(4)
Below is C32H42CdN10OS3 as an isolated structure at a distorted geometry, with properties calculated with the ωB97M-V functional and the def2-TZVPD basis.

ORCA input file:
```
! wB97M-V def2-TZVPD RIJCOSX def2/J DEFGRID3
* xyz 0 1
Cd -0.7678 -0.5920 0.1093
C -2.1154 -3.4835 2.0466
C -2.6661 -3.1019 0.8359
C -2.7262 -1.6964 0.7892
C -2.2229 -1.2255 2.0629
C -1.8516 -2.3395 2.8043
H -1.9616 -4.5022 2.3734
H -3.0070 -3.7712 0.0611
H -3.4107 -1.1381 0.1606
H -2.3710 -0.2285 2.4587
H -1.4426 -2.3341 3.8040
C -0.7348 -2.8051 -2.2239
N -0.5124 -3.8011 -1.2102
C -0.7199 -5.1861 -1.5489
C -0.1761 -5.9161 -0.3274
N 0.6132 -4.9054 0.3516
C 1.1198 -5.2947 1.6461
C 0.2374 -3.6394 -0.0734
N 0.5154 -2.4697 0.3721
C 1.3382 -2.1893 1.5302
C 2.6431 -1.5066 1.0993
N 2.4252 -0.1119 0.8032
C 3.4033 0.6514 0.5191
N 4.7801 0.3532 0.4603
C 5.2527 -0.8074 -0.2681
C 5.5258 1.5781 0.2063
C 4.5078 2.6848 0.4516
N 3.2606 1.9896 0.2710
C 2.0490 2.7480 0.3527
H -1.1148 -3.3096 -3.1121
H 0.1966 -2.2890 -2.4725
H -1.4743 -2.0613 -1.8967
H -0.1684 -5.4550 -2.4622
H -1.7846 -5.3883 -1.7109
H 0.4619 -6.7649 -0.5938
H -0.9887 -6.2735 0.3194
H 1.1581 -6.3841 1.6741
H 0.4844 -4.9516 2.4687
H 2.1393 -4.9287 1.7786
H 1.5992 -3.0737 2.1075
H 0.7777 -1.5163 2.1887
H 3.0167 -2.0552 0.2267
H 3.3804 -1.6145 1.9104
H 5.2207 -1.6974 0.3600
H 6.2902 -0.6394 -0.5522
H 4.6745 -0.9842 -1.1822
H 5.8940 1.6126 -0.8274
H 6.3813 1.6357 0.8848
H 4.5872 3.5084 -0.2635
H 4.5970 3.0934 1.4713
H 2.0853 3.5310 -0.4111
H 1.9283 3.2232 1.3349
H 1.2058 2.0898 0.1542
N -0.0743 1.3195 -4.8118
C 0.9174 2.0235 -4.2151
N 1.4642 3.0516 -4.8933
N 1.4480 1.7030 -3.0745
C 1.0199 0.7495 -2.3241
N 0.7231 -0.1204 -1.6235
H -0.5969 1.7125 -5.5731
H -0.5416 0.6240 -4.2522
H 1.0282 3.4254 -5.7143
H 2.1510 3.6006 -4.4113
O -1.6245 1.3263 -0.4914
C -2.1272 2.2839 0.3472
C -2.3748 3.5009 -0.5162
C -2.9487 4.7155 -0.3179
C -3.1117 5.4319 -1.5264
C -2.6699 4.7372 -2.6046
S -2.0358 3.1862 -2.1715
C -3.5263 1.9417 0.8614
C -4.5435 1.4416 0.1074
C -5.7564 1.3173 0.8210
C -5.6531 1.7445 2.1034
S -4.0637 2.2968 2.4682
C -1.2325 2.6004 1.5316
C -0.3695 1.7572 2.1618
C 0.2730 2.3370 3.2793
C -0.1028 3.6223 3.4867
S -1.2524 4.1478 2.3163
H -3.2562 5.0796 0.6474
H -3.5583 6.4105 -1.5774
H -2.6996 5.0390 -3.6326
H -4.4210 1.1791 -0.9294
H -6.6624 0.9283 0.3892
H -6.4104 1.7696 2.8624
H -0.1527 0.7481 1.8250
H 0.9829 1.8050 3.8878
H 0.2254 4.2968 4.2520
*
```

Results
- Relative energy (zero: lowest compared OMol25 entry of this formula, charge and spin): 41.86 kcal/mol
- Orbital gap: 6.73 eV
- HOMO: -6.695 eV
- LUMO energy: 0.04 eV